[1]
19
Properties=species:S:1:pos:R:3:forces:R:3:nbo_charge:R:1 method="wB97M-V/def2-TZVPD" homo_lumo_gap_ev=9.916 total_charge=+2 total_energy_ev=-19614.7204 de_lowest_ev=0.639
C -0.476 1.254 -1.329 1.322 -0.019 1.268 -0.263
C 0.867 1.653 -1.271 -2.416 -2.284 1.196 -0.089
C -0.678 0.097 -0.423 -0.961 2.030 -0.897 0.269
C -2.060 -0.464 -0.251 0.607 -2.960 -0.364 -0.669
N 0.374 -0.313 0.213 0.353 -0.557 -0.166 -0.665
N 1.519 2.732 -2.024 -2.052 -0.752 -1.037 -0.710
N 0.961 -2.709 1.919 -3.223 -2.236 -1.609 -0.883
S 1.747 0.479 -0.223 -0.576 1.591 -0.822 0.653
H -1.394 1.706 -1.765 1.202 -0.070 -0.063 0.283
H -2.040 -1.288 0.542 -0.107 1.132 -1.068 0.233
H -2.327 -0.975 -1.240 0.200 0.627 1.293 0.268
H -2.860 0.209 -0.010 -0.028 0.671 0.104 0.272
H 0.511 -1.945 1.378 -0.283 0.065 -0.026 0.471
H 1.797 3.522 -1.428 0.203 -0.142 -0.201 0.475
H 0.740 3.075 -2.740 2.485 -0.668 1.262 0.496
H 2.319 2.201 -2.429 -0.260 1.443 -0.571 0.479
H 1.547 -3.205 1.223 -0.535 -0.380 0.638 0.459
H 0.212 -3.321 2.453 2.046 1.255 -1.464 0.485
H 1.546 -2.264 2.531 2.025 1.255 2.527 0.436

[2]
19
Properties=species:S:1:pos:R:3:forces:R:3:nbo_charge:R:1 method="wB97M-V/def2-TZVPD" homo_lumo_gap_ev=10.245 total_charge=+1 smiles="[H]/N=C1/C[C@@H](N)[NH2+]N1C" total_energy_ev=-10277.3595 de_lowest_ev=3.830
C 0.860 1.046 0.023 -1.897 -2.134 -0.808 0.478
C -0.693 1.454 0.186 0.574 0.783 -0.669 -0.506
C -1.487 0.199 0.420 1.443 -1.154 -0.916 0.161
C 2.010 -1.188 -0.141 3.466 1.423 -0.694 -0.430
N 1.865 1.733 0.002 1.438 2.132 1.572 -0.654
N 0.878 -0.386 -0.233 -2.141 1.742 0.898 -0.303
N -2.456 0.004 -0.471 1.641 3.564 -2.762 -0.803
N -0.340 -0.961 0.091 -1.686 -2.827 1.000 -0.412
H -0.748 2.001 1.115 0.100 0.800 -0.045 0.273
H -1.219 2.059 -0.692 1.657 -1.103 1.879 0.265
H -1.797 -0.227 1.335 -0.051 0.746 1.712 0.213
H 2.334 -1.479 0.860 -0.105 0.221 0.263 0.204
H 1.818 -2.063 -0.693 0.224 -1.176 -0.905 0.220
H 2.876 -0.544 -0.646 -1.689 -1.756 0.995 0.247
H 2.833 1.480 0.289 -1.234 -0.238 -1.060 0.410
H -2.322 0.576 -1.307 -0.943 -0.769 0.209 0.400
H -3.167 -0.598 -0.381 -3.082 -2.367 0.369 0.406
H -0.421 -1.650 0.973 1.059 1.568 -2.257 0.406
H -0.825 -1.456 -0.729 1.226 0.544 1.218 0.424

[3]
19
Properties=species:S:1:pos:R:3:forces:R:3:nbo_charge:R:1 method="wB97M-V/def2-TZVPD" homo_lumo_gap_ev="8.568 / 8.567" total_charge=+1 total_energy_ev=-10278.8445 de_lowest_ev=2.345
C -1.329 -0.347 -1.217 -0.459 0.302 -0.137 0.540
C -2.353 1.756 -0.755 0.649 -0.449 0.214 0.146
C -0.102 0.852 0.437 -1.346 1.196 -0.295 0.235
C -1.491 -1.565 -2.043 0.026 -0.174 -0.115 -0.677
N -2.162 0.607 -1.285 -0.007 -0.002 0.008 -0.391
N -0.253 -0.231 -0.363 0.614 -0.382 0.265 -0.628
N 0.887 0.925 1.263 0.201 -0.347 -0.124 -0.755
N 3.119 -0.392 2.127 0.260 -0.203 0.084 -1.081
H -3.021 1.861 0.090 -0.039 -0.044 0.180 0.221
H -2.040 2.650 -1.279 0.127 0.111 -0.058 0.221
H -0.749 -1.574 -2.838 0.132 0.018 -0.066 0.262
H -2.477 -1.571 -2.497 -0.001 -0.013 0.027 0.265
H -1.355 -2.464 -1.447 0.004 -0.051 0.088 0.251
H 0.392 -1.016 -0.360 -0.096 -0.014 -0.054 0.408
H 1.665 0.241 1.422 -0.109 0.119 0.023 0.418
H 0.956 1.751 1.839 -0.153 0.046 -0.095 0.407
H 3.004 -1.260 2.638 0.076 -0.032 0.005 0.386
H 3.430 0.301 2.801 0.064 -0.054 -0.028 0.384
H 3.878 -0.525 1.467 0.056 -0.027 0.078 0.386

[4]
19
Properties=species:S:1:pos:R:3:forces:R:3:nbo_charge:R:1 method="wB97M-V/def2-TZVPD" homo_lumo_gap_ev=10.475 total_charge=+1 total_energy_ev=-10276.4971 de_lowest_ev=4.692
C -0.591 0.537 1.092 -0.890 0.502 -1.869 0.354
C -1.152 -0.091 -0.226 1.654 4.107 -0.741 -0.272
C 0.088 -2.109 -0.349 0.490 0.452 0.729 -0.452
C 1.580 1.258 -1.115 -0.991 0.863 -0.532 -0.464
N 0.649 0.721 1.165 2.065 -1.272 -1.041 -0.268
N -0.001 -0.706 -0.801 -0.072 -1.291 0.225 -0.215
N -1.522 1.135 1.809 -3.170 0.329 2.062 -0.769
N 1.131 0.013 -0.425 -3.384 2.208 1.685 -0.123
H -1.955 -0.682 0.091 -1.199 -1.273 -0.587 0.246
H -1.421 0.823 -0.917 -0.103 -1.734 1.594 0.255
H 0.934 -2.556 -0.795 0.424 -0.865 -1.482 0.220
H 0.303 -2.399 0.700 -0.604 1.242 0.232 0.214
H -0.878 -2.447 -0.619 -0.429 -1.329 -0.486 0.235
H 2.580 1.108 -1.455 1.114 0.266 0.808 0.249
H 1.156 1.606 -2.086 -0.876 -1.256 0.700 0.261
H 1.295 2.028 -0.371 1.296 -0.071 -0.671 0.263
H -2.516 0.856 1.812 1.012 -0.310 -1.027 0.412
H -1.467 1.581 2.709 1.503 0.238 0.058 0.428
H 1.788 -0.675 -0.219 2.160 -0.806 0.343 0.426

[5]
19
Properties=species:S:1:pos:R:3:forces:R:3:nbo_charge:R:1 method="wB97M-V/def2-TZVPD" homo_lumo_gap_ev=9.681 total_charge=+1 smiles="CC1=N[N@H+](C)CN1N" total_energy_ev=-10276.9478 de_lowest_ev=4.242
C 0.862 -0.770 0.151 -7.436 -1.368 1.683 0.555
C -0.543 1.052 0.542 0.239 0.449 0.101 -0.056
C 1.988 -1.621 -0.162 0.463 -0.146 -0.085 -0.719
C -2.379 -0.121 -0.595 -0.343 -0.186 -0.521 -0.419
N -0.635 -1.350 0.454 7.029 0.559 -1.288 -0.444
N 0.795 0.545 0.235 -0.131 -0.601 -0.176 -0.246
N 1.869 1.361 -0.058 0.423 0.459 -0.133 -0.629
N -1.412 -0.170 0.531 -0.510 1.169 0.074 -0.234
H -0.553 1.553 1.520 -0.031 -0.222 -0.204 0.231
H -0.871 1.749 -0.235 0.035 -0.080 0.177 0.226
H 1.691 -2.661 -0.095 -0.052 -0.065 0.003 0.280
H 2.821 -1.419 0.512 -0.002 0.043 0.085 0.279
H 2.349 -1.401 -1.167 -0.033 -0.024 -0.067 0.274
H -2.986 -1.023 -0.587 0.112 0.000 0.168 0.255
H -3.014 0.758 -0.516 -0.015 0.107 0.122 0.221
H -1.816 -0.102 -1.527 0.091 0.036 0.096 0.230
H 1.838 1.725 -1.008 -0.166 -0.051 0.150 0.380
H 1.961 2.124 0.607 -0.001 -0.218 -0.005 0.385
H -1.964 -0.228 1.400 0.328 0.138 -0.180 0.433

[6]
20
Properties=species:S:1:pos:R:3:forces:R:3:nbo_charge:R:1 method="wB97M-V/def2-TZVPD" homo_lumo_gap_ev=9.060 total_energy_ev=-11771.7643 de_lowest_ev=4.786
C -2.472 -0.675 -0.637 0.725 -0.785 -0.571 -0.717
C -1.181 -0.266 0.114 -0.011 0.023 2.020 0.252
C -0.325 -1.236 0.850 -1.491 -3.614 -2.618 -0.316
C 1.589 -0.960 -0.380 5.390 2.251 -0.591 0.270
H -2.436 -1.878 -0.975 -0.461 3.312 1.652 0.260
H -3.399 -0.196 -0.049 1.851 -1.530 -1.449 0.262
H -2.363 -0.196 -1.647 -0.618 -0.107 0.712 0.216
H -0.902 -2.203 0.901 -0.007 1.132 0.775 0.209
H -0.074 -0.919 1.855 0.795 0.271 -0.142 0.219
H 2.539 -1.540 -0.820 -1.653 2.318 0.232 0.178
H 0.776 0.891 0.345 1.056 -0.813 -0.178 0.424
H 3.634 0.832 0.285 -0.111 0.135 -1.112 0.376
H 2.724 1.463 -1.234 1.457 -0.853 2.595 0.369
H -2.237 1.660 -0.945 1.434 1.234 2.656 0.374
H -1.437 2.702 0.417 -0.925 0.439 -1.406 0.384
N 0.696 -1.728 -0.110 -3.461 -3.206 2.102 -0.505
N 1.633 0.344 0.103 3.323 1.062 -0.621 -0.542
N 2.815 1.220 -0.181 -3.226 -0.573 -1.422 -0.710
N -0.825 0.937 0.441 -3.850 -1.532 -1.461 -0.304
N -1.817 1.827 0.059 -0.218 0.833 -1.174 -0.698

[7]
17
Properties=species:S:1:pos:R:3:forces:R:3:nbo_charge:R:1 method="wB97M-V/def2-TZVPD" homo_lumo_gap_ev=9.211 smiles=CCNCCO total_energy_ev=-7861.1670 de_lowest_ev=3.387
C 0.626 2.685 0.252 -1.894 1.860 -0.127 -0.632
C 0.096 1.470 -0.522 -0.284 0.062 -2.558 -0.213
N 0.107 0.335 0.378 -0.921 -0.265 -0.417 -0.655
C 0.796 -0.855 -0.046 -2.123 -4.115 4.439 -0.216
C -0.244 -2.038 -0.455 0.352 1.938 0.494 -0.084
O -1.266 -1.726 0.472 -2.562 -0.794 0.375 -0.744
H 1.360 3.025 -0.419 1.457 1.103 -0.265 0.208
H -0.110 3.603 0.370 1.158 -2.035 -0.178 0.197
H 1.045 2.445 1.238 -0.172 -0.120 -0.527 0.227
H -0.897 1.766 -1.144 1.651 -0.965 1.742 0.171
H 0.809 1.199 -1.458 -1.284 0.703 2.259 0.177
H -0.809 0.110 0.813 1.601 0.531 -0.356 0.376
H 1.616 -0.665 -0.608 2.219 0.647 -2.195 0.194
H 1.210 -1.430 0.910 -0.397 1.631 -1.482 0.173
H -0.065 -3.104 -0.262 0.991 0.535 0.335 0.189
H -0.487 -2.023 -1.493 -0.859 0.471 -0.905 0.157
H -1.940 -1.037 0.263 1.068 -1.188 -0.633 0.474

[8]
17
Properties=species:S:1:pos:R:3:forces:R:3:nbo_charge:R:1 method="wB97M-V/def2-TZVPD" homo_lumo_gap_ev=10.240 smiles="C=CCCN.O" total_energy_ev=-7863.0772 de_lowest_ev=1.476
C 1.073 0.829 -0.735 0.397 -0.116 -0.113 -0.205
C -0.271 0.190 -1.046 0.329 -0.409 0.508 -0.459
C -0.527 -1.127 -0.318 0.445 0.562 0.051 -0.185
C -0.235 -1.327 0.960 -0.387 -0.223 0.070 -0.404
N 2.151 0.076 -1.378 0.001 -0.053 -0.136 -0.837
H 1.265 0.900 0.336 -0.347 0.097 0.251 0.162
H 1.078 1.842 -1.133 -0.015 0.127 -0.014 0.187
H -0.294 0.017 -2.121 -0.297 0.192 -0.074 0.220
H -1.038 0.897 -0.736 -0.278 0.042 -0.336 0.215
H -0.965 -1.932 -0.893 -0.187 -0.056 -0.018 0.202
H 0.221 -0.580 1.599 0.029 0.102 -0.098 0.189
H -0.523 -2.245 1.456 0.157 -0.115 -0.044 0.203
H 3.027 0.237 -0.897 0.038 -0.001 -0.101 0.356
H 1.954 -0.912 -1.294 0.087 -0.127 0.057 0.353
H -2.731 0.508 1.661 0.184 -0.007 -0.094 0.474
H -1.690 1.542 2.144 0.058 -0.057 -0.171 0.468
O -2.495 1.085 2.393 -0.214 0.042 0.261 -0.939

[9]
17
Properties=species:S:1:pos:R:3:forces:R:3:nbo_charge:R:1 method="wB97M-V/def2-TZVPD" homo_lumo_gap_ev=9.636 smiles=CN(C)CCO total_energy_ev=-7862.8950 de_lowest_ev=1.659
C -0.395 1.672 0.935 -0.484 0.939 0.336 -0.413
N -0.401 0.482 0.122 0.193 -0.521 0.462 -0.457
C -1.418 -0.470 0.565 -0.126 0.188 0.222 -0.417
C 0.933 -0.093 -0.018 -0.064 -0.421 -1.012 -0.249
C 1.197 -0.627 -1.440 -0.296 0.050 0.510 -0.069
O 0.836 -2.001 -1.590 -0.510 0.101 0.350 -0.718
H -1.408 2.012 1.151 -0.210 -0.250 -0.148 0.200
H 0.086 1.607 1.924 0.187 -0.402 -0.072 0.167
H 0.039 2.525 0.420 0.374 -0.070 -0.224 0.199
H -1.038 -1.494 0.613 0.007 0.069 -0.066 0.183
H -2.290 -0.440 -0.080 -0.142 -0.115 -0.234 0.198
H -1.780 -0.213 1.566 0.091 -0.147 0.093 0.187
H 1.138 -0.974 0.611 -0.134 0.389 0.476 0.182
H 1.634 0.697 0.204 0.403 0.100 0.076 0.203
H 2.248 -0.559 -1.674 0.405 -0.120 -0.056 0.175
H 0.653 -0.005 -2.140 -0.190 0.182 -0.296 0.168
H -0.035 -2.121 -1.169 0.494 0.028 -0.416 0.459

[10]
17
Properties=species:S:1:pos:R:3:forces:R:3:nbo_charge:R:1 method="wB97M-V/def2-TZVPD" homo_lumo_gap_ev=9.152 smiles="C=C(N)CC.O" total_energy_ev=-7863.4708 de_lowest_ev=1.083
C 1.793 -0.260 -0.990 0.534 -0.054 0.134 -0.621
C 0.307 -0.315 -1.237 -1.176 0.688 -0.127 -0.459
C -0.533 -0.684 -0.027 0.298 -0.123 -0.381 0.203
C -1.778 -0.220 0.133 0.349 -0.457 -0.002 -0.555
N 0.033 -1.547 0.880 -0.261 -0.335 0.484 -0.832
H 2.288 -1.234 -0.959 -0.198 -0.066 -0.061 0.201
H 2.012 0.230 -0.040 -0.077 0.083 0.028 0.214
H 2.302 0.322 -1.749 0.033 0.047 -0.232 0.225
H -0.022 -0.907 -2.091 0.485 -0.686 0.075 0.225
H -0.080 0.656 -1.570 0.385 0.177 0.300 0.222
H -2.247 0.295 -0.676 -0.255 0.467 -0.155 0.208
H -2.352 -0.521 0.992 -0.259 0.042 0.121 0.195
H 0.987 -1.847 0.877 0.055 0.117 -0.336 0.392
H -0.603 -2.106 1.421 0.170 0.063 0.123 0.388
H -0.263 2.545 1.886 0.003 0.001 -0.173 0.465
H -0.244 1.642 0.656 -0.244 0.108 0.083 0.478
O -0.137 2.565 0.930 0.157 -0.071 0.120 -0.951

[11]
17
Properties=species:S:1:pos:R:3:forces:R:3:nbo_charge:R:1 method="wB97M-V/def2-TZVPD" homo_lumo_gap_ev=9.768 total_energy_ev=-7861.0353 de_lowest_ev=3.518
C -0.306 -1.234 0.168 2.764 1.111 0.323 -0.304
C -0.746 -1.368 -1.254 0.051 -0.031 0.027 -0.654
O -1.828 0.431 1.232 0.496 1.485 0.646 -0.946
H -2.070 0.333 2.160 -0.060 0.126 -0.026 0.469
H 0.595 -1.767 0.454 0.021 -0.386 -0.612 0.208
H -1.048 -1.562 0.888 -0.138 0.951 0.011 0.213
H 0.057 -1.096 -1.934 0.028 0.058 -0.194 0.206
H -1.002 -2.414 -1.446 -0.057 0.020 -0.043 0.219
H -1.627 -0.763 -1.462 -0.001 0.049 -0.030 0.216
C 0.824 1.725 -0.353 -0.720 0.060 0.133 -0.720
C 0.869 0.380 0.342 -0.068 -2.788 -0.708 0.250
N 1.943 -0.116 0.782 0.027 0.024 0.336 -0.662
H 2.773 0.483 0.715 -0.337 0.218 -0.016 0.330
H -0.873 0.726 1.247 -1.759 -0.674 0.083 0.482
H 1.762 1.949 -0.875 -0.135 -0.297 0.113 0.226
H 0.684 2.513 0.392 -0.122 0.011 -0.024 0.232
H -0.006 1.781 -1.056 0.010 0.061 -0.019 0.233

[12]
17
Properties=species:S:1:pos:R:3:forces:R:3:nbo_charge:R:1 method="wB97M-V/def2-TZVPD" homo_lumo_gap_ev=4.986 total_energy_ev=-7858.3480 de_lowest_ev=6.206
N -1.728 -1.005 0.010 2.525 0.918 3.935 -0.757
C -1.199 -0.264 1.091 -2.133 -2.419 -3.368 0.256
C 2.585 0.420 1.053 -0.641 0.386 0.540 -0.677
C 1.235 0.027 0.492 -0.795 -0.114 1.015 0.071
C 0.116 0.120 1.321 2.465 -0.621 -0.785 -0.373
H -2.047 -0.437 -0.845 -1.577 -0.575 -2.039 0.484
H -1.076 -1.748 -0.246 0.105 0.756 -0.946 0.386
H -1.983 -0.085 1.802 -0.131 1.197 0.331 0.199
H -0.079 1.199 -2.335 -0.061 0.206 0.027 -0.054
H 2.427 0.955 2.013 0.211 -0.438 -0.495 0.221
H 3.146 -0.501 1.251 0.003 0.066 -0.029 0.250
H 3.226 1.065 0.439 -0.414 -0.287 -0.270 0.248
H 1.200 -0.426 -0.502 -0.252 0.335 0.178 0.228
H 0.339 0.506 2.289 -0.093 0.460 0.677 0.216
H -0.805 1.383 -2.321 0.180 -0.186 -0.017 0.049
H -3.047 -0.533 -3.054 -0.299 0.248 0.302 0.435
O -2.309 -0.677 -2.459 0.907 0.068 0.943 -1.183